11 unconnected molecules or ions with the total composition C62H127F2O34P7 in a non-equilibrium geometry. Source: the OMol25 dataset; level of theory: ωB97M-V/def2-TZVPD.

Each line ends with the Mulliken charge.
Element x y z (Å)
C1 -5.53 2.30 7.02  -0.8132
C2 -6.70 1.57 6.34  -0.3010
O1 -6.40 0.66 5.30  -0.3572
P1 -6.29 1.33 3.84  0.7659
O2 -5.96 2.75 3.73  -0.7785
O3 -5.34 0.28 3.13  -0.0128
C3 -5.01 0.71 1.78  0.6595
C4 -3.87 1.75 1.75  -0.2795
O4 -7.79 1.00 3.23  -0.2927
C5 -8.64 2.06 2.73  -0.1780
C6 -8.74 1.88 1.19  -1.1336
H1 -5.91 2.99 7.78  0.4118
H2 -4.96 1.52 7.52  0.2812
H3 -4.90 2.80 6.25  0.0218
H4 -7.18 1.06 7.18  0.3765
H5 -7.45 2.27 5.93  0.2811
H6 -4.77 -0.18 1.21  -0.0066
H7 -5.92 1.20 1.44  -0.4331
H8 -3.63 1.87 0.69  0.1669
H9 -4.17 2.68 2.24  0.5947
H10 -2.96 1.31 2.22  -0.5436
H11 -9.65 2.01 3.13  0.3590
H12 -8.21 3.04 2.93  0.2590
H13 -9.50 2.53 0.74  0.4360
H14 -7.80 1.93 0.62  0.1596
H15 -9.15 0.90 0.95  0.2809
C7 -1.25 -4.71 2.98  -0.3967
C8 -2.51 -4.26 3.70  -0.5261
O5 -3.65 -4.43 2.83  -0.4077
P2 -3.86 -3.52 1.55  -0.6172
O6 -3.23 -2.21 1.60  0.9722
O7 -3.40 -4.53 0.38  -0.2483
C9 -3.33 -4.09 -0.95  -0.8655
C10 -1.95 -3.38 -1.11  1.7382
O8 -5.43 -3.37 1.42  -0.1368
C11 -6.50 -4.24 1.74  -0.2612
C12 -6.85 -5.20 0.55  -1.1173
H16 -1.43 -5.67 2.44  0.3293
H17 -1.05 -4.01 2.14  -0.3622
H18 -0.38 -4.90 3.56  0.6304
H19 -2.75 -4.88 4.60  0.3518
H20 -2.46 -3.23 4.02  0.1613
H21 -3.39 -4.95 -1.61  0.4548
H22 -4.09 -3.42 -1.27  0.4514
H23 -1.10 -4.08 -1.24  -0.5829
H24 -1.93 -2.73 -2.01  -0.5476
H25 -1.72 -2.76 -0.27  -0.5611
H26 -6.27 -4.91 2.60  0.2622
H27 -7.38 -3.60 1.94  0.3208
H28 -7.78 -5.73 0.77  0.4094
H29 -6.93 -4.70 -0.43  0.2745
H30 -6.15 -6.02 0.38  0.2532
C13 -1.49 -7.68 -4.04  -1.2835
C14 0.08 -7.68 -4.15  -0.3827
O9 0.64 -7.26 -2.95  0.3883
P3 2.06 -7.84 -2.56  0.5125
O10 2.25 -9.29 -2.60  -0.8401
O11 3.00 -7.00 -3.54  -0.0640
C15 4.30 -7.48 -3.57  -0.3655
C16 5.05 -6.94 -4.77  -1.1054
O12 2.23 -7.24 -1.14  -0.5246
C17 1.81 -5.88 -0.71  0.6785
C18 0.44 -6.05 0.00  -0.8828
H31 -1.92 -8.11 -4.93  0.4146
H32 -1.80 -8.19 -3.13  0.3659
H33 -1.93 -6.70 -3.84  0.2083
H34 0.44 -8.73 -4.25  0.4958
H35 0.40 -7.18 -5.05  0.2508
H36 4.75 -7.12 -2.65  0.2769
H37 4.32 -8.60 -3.60  0.4139
H38 5.19 -5.87 -4.74  0.2067
H39 6.01 -7.38 -4.97  0.3864
H40 4.39 -7.12 -5.65  0.2720
H41 2.56 -5.46 -0.06  0.1853
H42 1.73 -5.25 -1.58  -0.2099
H43 -0.02 -5.12 0.33  -0.1144
H44 -0.38 -6.43 -0.60  0.3749
H45 0.60 -6.59 0.90  0.4986
C19 2.18 2.49 3.08  -0.6608
C20 3.43 1.87 3.68  -0.3320
O13 3.11 1.57 5.03  0.7324
P4 3.97 1.80 6.29  0.2145
O14 3.33 1.54 7.56  -0.7919
O15 5.24 0.94 6.04  -0.1486
C21 6.30 1.00 7.03  -0.1878
C22 7.47 0.19 6.48  -1.2605
O16 4.60 3.32 6.16  -0.2920
C23 4.00 4.35 6.96  -0.0496
C24 4.84 4.41 8.24  -1.2037
H46 1.93 3.33 3.69  0.4228
H47 2.24 2.78 2.03  0.1686
H48 1.31 1.84 3.12  -0.2915
H49 3.76 0.96 3.19  0.2572
H50 4.31 2.54 3.65  0.4961
H51 6.58 2.06 7.16  0.1844
H52 5.88 0.67 7.97  0.3411
H53 7.16 -0.83 6.26  0.2974
H54 7.83 0.56 5.50  0.2866
H55 8.39 0.17 7.05  0.4239
H56 4.08 5.30 6.39  0.3145
H57 2.95 4.11 7.04  0.1751
H58 4.67 5.28 8.86  0.4341
H59 4.71 3.53 8.84  0.2820
H60 5.87 4.46 7.93  0.2769
C25 -0.54 3.19 -4.88  0.2835
C26 -1.85 3.88 -5.01  -0.7863
O17 -2.75 3.19 -4.09  -0.1357
P5 -3.56 1.94 -4.61  0.8646
O18 -3.65 1.79 -6.05  -0.8461
O19 -2.93 0.59 -4.05  -0.1615
C27 -2.37 0.46 -2.72  1.6641
C28 -3.47 -0.08 -1.72  -0.1283
O20 -4.93 2.18 -3.80  -0.4379
C29 -5.86 1.02 -3.97  -0.1503
C30 -7.06 1.29 -3.14  -1.1057
H61 -0.16 3.17 -3.87  -0.2589
H62 -0.58 2.16 -5.28  -0.2436
H63 0.25 3.72 -5.45  0.4759
H64 -1.90 4.91 -4.72  0.3277
H65 -2.29 3.90 -6.01  0.3846
H66 -1.58 -0.28 -2.79  -0.9748
H67 -2.03 1.46 -2.48  -0.0895
H68 -3.11 0.17 -0.70  -0.4168
H69 -4.40 0.49 -1.82  0.1771
H70 -3.67 -1.16 -1.78  -0.0494
H71 -6.06 1.01 -5.05  0.4301
H72 -5.25 0.19 -3.68  0.2464
H73 -6.81 1.16 -2.04  0.0534
H74 -7.49 2.28 -3.34  0.3297
H75 -7.87 0.61 -3.38  0.4206
C31 4.38 1.79 -2.43  -0.7050
C32 3.48 2.28 -3.57  0.6810
O21 3.95 3.49 -4.23  -0.5102
P6 4.35 4.87 -3.58  0.9078
O22 3.41 5.49 -2.61  -0.3635
O23 5.73 4.48 -2.88  -0.3426
C33 6.21 5.28 -1.81  -0.0631
C34 7.08 4.44 -0.97  -1.2486
O24 4.72 5.78 -4.86  -0.4736
C35 3.75 6.80 -5.22  -0.0992
C36 3.77 8.03 -4.38  -0.9884
H76 3.98 0.83 -2.13  -0.0751
H77 5.44 1.77 -2.71  0.5143
H78 4.34 2.48 -1.58  0.1053
H79 3.55 1.56 -4.34  0.0633
H80 2.42 2.40 -3.27  -0.2425
H81 6.80 6.12 -2.22  0.3083
H82 5.35 5.70 -1.28  0.2175
H83 7.23 4.95 0.01  0.3642
H84 6.60 3.51 -0.66  0.2647
H85 8.03 4.14 -1.38  0.3281
H86 3.97 7.03 -6.27  0.3444
H87 2.77 6.36 -5.19  0.1181
H88 3.53 7.82 -3.32  0.1432
H89 4.70 8.60 -4.26  0.3230
H90 3.03 8.74 -4.78  0.3577
C37 -0.09 0.46 -7.64  -1.4990
C38 0.99 0.24 -6.59  0.1939
O25 0.64 -0.79 -5.74  -0.2593
P7 1.31 -1.01 -4.29  -0.1721
O26 1.41 0.10 -3.31  1.0052
O27 0.33 -2.15 -3.72  -0.3911
C39 0.26 -3.42 -4.34  0.4261
C40 -0.97 -3.54 -5.22  -1.5892
O28 2.64 -1.75 -4.62  -0.4389
C41 3.72 -1.91 -3.64  0.8540
C42 3.86 -3.38 -3.30  -0.8667
H91 -0.20 -0.44 -8.25  0.3863
H92 -1.02 0.68 -7.17  0.2878
H93 0.24 1.25 -8.30  0.4111
H94 1.89 -0.08 -7.09  0.3137
H95 1.16 1.13 -5.96  -0.0457
H96 1.17 -3.57 -4.94  0.5339
H97 0.24 -4.26 -3.68  -0.2070
H98 -1.02 -4.45 -5.84  0.3434
H99 -1.81 -3.57 -4.57  0.2979
H100 -1.16 -2.65 -5.82  0.2284
H101 4.64 -1.44 -4.00  0.5239
H102 3.48 -1.41 -2.71  -0.6602
H103 2.95 -3.71 -2.84  -0.2989
H104 4.01 -4.05 -4.17  0.0341
H105 4.55 -3.59 -2.50  0.5561
C43 -0.32 0.21 1.31  0.1207
C44 0.18 -0.05 -0.10  1.4627
C45 1.59 0.56 -0.30  1.3997
O29 2.35 -0.61 -0.61  -0.5588
C46 1.60 -1.75 -0.57  -0.6629
O30 2.00 -2.86 -0.83  -0.1475
O31 0.28 -1.43 -0.33  1.0824
H106 -0.70 1.24 1.31  0.4562
H107 0.44 0.05 2.06  -0.7920
H108 -1.07 -0.54 1.55  -0.6208
H109 -0.49 0.40 -0.82  -0.6641
H110 2.06 0.98 0.59  -0.2012
H111 1.71 1.17 -1.19  -0.7550
C47 -0.49 6.84 -0.91  -1.7093
C48 0.31 5.67 -1.39  0.8071
C49 1.25 5.17 -0.36  -0.2889
O32 0.49 4.02 0.17  -0.2100
C50 -0.38 3.60 -0.78  -0.0288
O33 -0.89 2.53 -0.76  0.0556
O34 -0.53 4.54 -1.75  -0.2717
H112 -1.03 6.66 0.00  0.3751
H113 -1.23 7.18 -1.64  0.3605
H114 0.22 7.70 -0.82  0.4402
H115 0.85 5.98 -2.27  0.1049
H116 1.30 5.90 0.42  0.5567
H117 2.19 4.82 -0.74  -0.0812
F1 5.68 -3.45 3.76  -0.3727
C51 4.34 -2.99 3.66  0.4543
C52 3.96 -1.93 4.49  -0.9504
C53 2.66 -1.52 4.33  0.2572
C54 1.80 -2.11 3.42  -1.0365
C55 2.22 -3.08 2.55  0.7498
C56 3.52 -3.52 2.64  -1.2578
H118 4.64 -1.55 5.23  0.4096
H119 2.33 -0.65 4.95  0.1920
H120 0.82 -1.77 3.36  0.7548
H121 1.59 -3.49 1.72  0.0613
H122 3.96 -4.32 2.06  0.5931
F2 -2.48 4.97 6.02  -0.3677
C57 -1.78 3.79 5.93  0.2646
C58 -0.65 3.54 6.73  -1.0054
C59 -0.07 2.32 6.61  -0.4150
C60 -0.60 1.34 5.76  -0.9257
C61 -1.78 1.58 5.05  0.0604
C62 -2.33 2.84 5.10  -0.3885
H123 -0.35 4.33 7.39  0.5193
H124 0.82 2.12 7.18  0.6673
H125 -0.05 0.41 5.81  0.3985
H126 -2.21 0.77 4.44  0.5957
H127 -3.25 3.00 4.54  0.5935

Its net charge is 0. The value obtained for the HOMO-LUMO gap is 9.18 eV. The spin multiplicity is 1. As for the SMILES: CCOP(=O)(OCC)OCC.CCOP(=O)(OCC)OCC.CCOP(=O)(OCC)OCC.CCOP(=O)(OCC)OCC.CCOP(=O)(OCC)OCC.CCOP(=O)(OCC)OCC.CCOP(=O)(OCC)OCC.C[C@H]1COC(=O)O1.C[C@H]1COC(=O)O1.Fc1ccccc1.Fc1ccccc1. As for the HOMO energy: -8.92 eV.

A molecular structure, C2H2FNaO2Tl in a non-equilibrium geometry. Source: the OMol25 dataset; level of theory: ωB97M-V/def2-TZVPD.

Each line ends with the Mulliken charge.
Element x y z (Å)
O1 0.01 0.39 -0.87  -0.6131
C1 0.25 0.97 0.13  1.0531
C2 0.57 1.62 1.21  -0.8631
Na1 -1.65 1.63 -2.59  -0.0388
H1 -0.07 1.56 2.08  0.2636
H2 1.47 2.24 1.20  0.2628
Tl1 0.71 -2.10 -1.12  0.5687
O2 -0.16 -3.08 0.54  -0.3747
F1 -1.13 -3.23 -0.59  -0.2585

Its net charge is 0. The value obtained for the HOMO-LUMO gap (alpha / beta) is 4.38 / 9.18 eV. The spin multiplicity is 2. For the energy above the lowest of the compared OMol25 structures with the same formula, charge and spin, the calculation gives 100.3 kcal/mol. As for the HOMO energy (alpha / beta): -4.57 / -9.32 eV.

A molecular structure, C20H48F6Hg2N5O28S6 in a non-equilibrium geometry. Source: the OMol25 dataset; level of theory: ωB97M-V/def2-TZVPD.

Each line ends with the Mulliken charge.
Element x y z (Å)
Hg1 0.77 1.31 3.00  2.7451
Hg2 -1.19 3.80 0.96  3.1610
N1 -2.83 4.06 -0.43  -0.0695
S1 -3.11 3.87 -1.95  0.8431
O1 -3.57 5.04 -2.65  -0.6626
O2 -3.60 2.55 -2.26  -0.5203
F1 -1.56 3.68 -2.38  -0.1670
S2 -4.54 4.41 -0.12  0.9141
O3 -5.57 3.47 -0.45  -0.5955
O4 -4.93 5.80 0.02  -0.6203
F2 -4.35 3.99 1.42  -0.2339
N2 -0.89 1.39 1.30  0.0314
S3 -2.24 0.57 1.48  0.3575
O5 -2.11 -0.56 2.35  -0.5674
O6 -3.11 0.46 0.34  -0.4548
F3 -2.99 1.79 2.27  -0.3472
S4 -0.37 0.56 -0.07  -0.3169
O7 -0.20 1.40 -1.25  -0.5564
O8 -0.48 -0.89 -0.18  0.2684
F4 1.09 0.66 0.50  -0.7104
N3 3.20 3.78 -0.37  -0.0325
S5 3.64 3.54 -1.84  0.9877
O9 4.43 4.49 -2.53  -0.6639
O10 2.70 2.76 -2.63  -0.5131
F5 4.68 2.32 -1.43  -0.3547
S6 1.83 4.72 -0.78  0.9790
O11 0.53 4.09 -0.59  -0.7191
O12 2.01 5.82 -1.71  -0.6635
F6 1.97 5.56 0.55  -0.3403
C1 3.55 1.49 3.70  0.4124
O13 3.04 1.47 2.49  -0.6859
O14 4.21 2.56 4.02  -0.7488
O15 2.55 1.30 4.51  -0.6732
C2 0.92 4.26 3.31  -0.1384
O16 1.95 4.91 3.63  -0.6864
O17 0.83 3.61 2.17  -0.5748
O18 0.56 3.40 4.23  -0.9810
C3 -2.50 5.42 3.61  -0.7879
C4 -1.52 6.41 3.01  -0.5891
O19 -1.11 6.04 1.68  -0.2780
O20 -1.96 4.10 3.35  -0.1101
H1 -3.54 5.64 3.37  0.3453
H2 -2.50 5.49 4.70  0.4302
H3 -0.62 6.42 3.63  0.2388
H4 -2.06 7.35 2.87  0.6310
H5 -1.15 6.89 1.25  0.1890
H6 -1.37 3.96 4.11  -0.1254
C5 3.18 -0.76 -3.52  -0.6096
C6 2.80 -1.60 -2.29  0.0573
O21 2.86 -2.99 -2.46  -0.5860
O22 2.16 -0.01 -4.17  -0.5020
H7 3.72 -1.30 -4.31  0.2939
H8 3.87 0.00 -3.14  0.4969
H9 1.90 -1.21 -1.83  -0.0552
H10 3.68 -1.43 -1.65  0.3434
H11 2.33 -3.44 -1.80  0.2947
H12 2.49 0.81 -4.54  0.2236
C7 -2.01 -3.74 0.95  0.2931
C8 -2.22 -5.18 0.47  -0.7871
O23 -3.49 -5.76 0.82  -0.5957
O24 -1.75 -3.80 2.37  -0.5365
H13 -2.85 -3.06 0.82  0.4816
H14 -1.15 -3.36 0.39  -0.1738
H15 -1.48 -5.84 0.92  0.3252
H16 -2.00 -5.10 -0.59  0.3829
H17 -3.56 -5.76 1.78  0.3189
H18 -2.19 -3.00 2.69  0.2856
C9 -3.49 -1.85 -2.29  -0.2106
O25 -2.85 -2.26 -3.50  -0.4781
C10 -1.44 -2.14 -3.51  -0.0687
C11 -0.94 -2.97 -4.66  -0.8792
N4 0.54 -2.91 -4.81  0.0940
C12 0.97 -3.54 -6.05  -0.4985
C13 2.46 -3.23 -6.29  -0.3073
O26 3.02 -3.94 -7.45  -0.4718
C14 2.48 -3.39 -8.65  -0.7007
H19 -4.50 -1.51 -2.54  0.3055
H20 -2.88 -1.12 -1.77  0.0114
H21 -3.58 -2.73 -1.65  0.1431
H22 -1.01 -2.45 -2.55  0.2226
H23 -1.04 -1.12 -3.62  0.2898
H24 -1.45 -2.61 -5.56  0.3868
H25 -1.34 -3.95 -4.39  0.2815
H26 0.56 -1.90 -4.77  -0.0251
H27 0.27 -3.35 -6.87  0.4203
H28 1.01 -4.62 -5.89  0.1938
H29 3.16 -3.51 -5.50  0.1595
H30 2.66 -2.17 -6.48  0.3522
H31 3.11 -3.78 -9.45  0.2653
H32 2.45 -2.30 -8.61  0.3075
H33 1.48 -3.82 -8.81  0.2527
C15 1.25 -4.95 3.24  -0.9404
O27 1.37 -3.76 2.47  0.0272
C16 2.50 -2.97 2.62  -1.1918
C17 2.05 -1.52 2.43  -0.0508
N5 0.73 -1.21 3.04  1.2842
C18 0.73 -1.40 4.49  -0.8022
C19 -0.51 -0.68 5.16  -0.7612
O28 -0.41 0.75 4.95  -0.1455
C20 -1.59 1.36 5.47  -1.0707
H34 1.41 -4.56 4.25  0.3741
H35 2.05 -5.64 2.96  0.3272
H36 0.32 -5.50 3.17  0.0862
H37 3.42 -3.24 2.11  0.4595
H38 2.85 -3.04 3.66  0.4549
H39 2.02 -1.24 1.38  -0.1150
H40 2.85 -0.91 2.85  0.2679
H41 0.17 -1.97 2.67  -0.4616
H42 1.61 -0.97 4.96  0.3506
H43 0.72 -2.45 4.81  0.1056
H44 -0.50 -0.96 6.22  0.5305
H45 -1.35 -1.23 4.73  0.2529
H46 -1.90 1.11 6.49  0.4639
H47 -2.55 1.08 5.01  0.3376
H48 -1.67 2.44 5.41  0.1736

Its net charge is -3. The value obtained for the HOMO-LUMO gap is 3.44 eV. The spin multiplicity is 1. As for the HOMO energy: 1.51 eV.

C6H10O in the gas phase. Source: the OMol25 dataset; level of theory: ωB97M-V/def2-TZVPD.

Each line ends with the Mulliken charge.
Element x y z (Å)
O1 -1.53 -1.67 0.08  -0.5838
C1 -1.32 -0.34 -0.40  -0.0269
C2 -0.26 -0.34 -1.47  -0.6574
C3 1.01 -0.03 -1.21  -0.2296
C4 1.53 0.41 0.13  -0.5079
C5 0.47 0.41 1.24  -0.7084
C6 -0.96 0.61 0.74  -0.7041
H1 -0.67 -2.12 0.07  0.4143
H2 -2.28 -0.04 -0.83  0.3690
H3 -0.54 -0.68 -2.45  0.3639
H4 1.74 -0.07 -2.03  0.3718
H5 2.00 1.39 0.02  0.3084
H6 2.36 -0.26 0.41  0.3105
H7 0.51 -0.54 1.79  0.2954
H8 0.71 1.19 1.98  0.3339
H9 -1.67 0.44 1.56  0.3129
H10 -1.11 1.64 0.38  0.3379

Its net charge is 0. The value obtained for the HOMO-LUMO gap is 10.53 eV. The spin multiplicity is 1. For the energy above the lowest of the compared OMol25 structures with the same formula, charge and spin, the calculation gives 1.6 kcal/mol. As for the SMILES: O[C@@H]1C=CCCC1. As for the HOMO energy: -9.56 eV.

For the records above, the corresponding E_tot values read -206445.431, -18022.264, -175948.817, -8431.173 eV.